1.
56
Properties=species:S:1:pos:R:3:forces:R:3 method="wB97M-V/def2-TZVPD" lumo_energy_ev=-1.3265 orbital_gap_ev=7.71 spin_multiplicity=1
C 4.08582 2.41425 2.24495 -0.0678 -0.0425 0.0843
C 4.60322 1.44311 1.19327 0.3425 -0.1038 0.3709
C 3.89884 0.10918 0.95657 0.3014 0.0828 -0.4234
Br 3.45171 -0.83585 2.62623 -0.0663 -0.0106 0.0658
C 2.76560 -0.10004 -0.01794 -0.1978 -0.0597 0.2424
C 1.73780 0.64415 -0.46079 0.0253 0.0347 -0.0705
C 1.23854 2.03520 -0.15277 -0.0772 0.2849 -0.0611
I 2.64522 3.59575 -0.65131 0.0264 0.0327 -0.1976
C 0.37071 2.14061 1.13692 -0.0788 -0.2037 -0.0435
C 0.64678 1.20889 2.30613 -0.2116 -0.0208 0.0075
I 0.08680 4.14138 1.83991 -0.0856 0.0520 0.1000
C 0.85755 -0.00995 -1.50963 0.1180 -0.1569 0.3720
O 0.30096 0.64099 -2.35846 -0.2270 0.2072 -0.1895
C 0.62059 -1.48573 -1.40758 -0.0543 -0.0203 -0.0706
C -0.74647 -1.91389 -1.84581 -0.0423 0.1797 0.0336
C -1.84612 -1.17472 -1.04527 0.0932 -0.2383 -0.0690
C -3.08356 -2.05259 -0.83511 0.0010 -0.0098 -0.2343
C -4.38102 -1.27077 -0.59090 0.0795 0.0401 0.0698
C -4.24166 -0.03027 0.28735 -0.4299 -0.0315 0.0033
O -4.13559 1.11840 -0.57764 0.7322 -0.0283 0.0386
C -4.13696 2.33162 0.04250 -0.0022 -0.1142 -0.4475
C -3.19700 3.29897 -0.61525 -0.1633 0.0274 -0.2359
O -4.82236 2.56813 0.98953 -0.1225 0.0575 0.6182
C 1.62467 -2.23338 -0.94717 -0.0511 -0.0315 0.0240
P 1.74433 -4.06893 -0.66002 -0.0413 0.0533 -0.1323
N 1.03769 -4.68742 -2.10521 0.1100 -0.3124 0.5082
O 0.54919 -4.19920 0.47423 -0.0047 -0.0878 -0.1337
C 2.87485 -1.49402 -0.63109 -0.2110 0.2419 0.0234
O 3.95552 -1.97041 -0.86870 0.2953 -0.2165 0.0453
H 3.07088 2.76317 2.06342 0.0212 -0.0339 0.0321
H 4.73024 3.29583 2.26170 -0.0608 -0.0222 -0.0264
H 4.12631 1.96155 3.23795 -0.0478 -0.0130 -0.0578
H 5.61303 1.16024 1.51095 -0.0423 0.0214 -0.0317
H 4.73784 1.93486 0.22762 -0.1546 -0.1082 0.0318
H 4.66919 -0.56197 0.58185 -0.0352 0.0826 -0.1052
H 0.53639 2.25918 -0.94978 0.0798 -0.0520 -0.0583
H -0.63829 1.90892 0.78695 0.0859 -0.0672 -0.0257
H 0.88458 0.21090 1.93629 0.0770 0.0322 0.0516
H -0.26559 1.11375 2.89945 0.0616 0.1118 0.0101
H 1.43395 1.54721 2.97350 0.1449 -0.0296 -0.1082
H -0.86193 -1.66020 -2.90312 0.0066 -0.1618 0.0125
H -0.86941 -2.99184 -1.74915 0.0602 0.0093 -0.0097
H -2.12484 -0.26820 -1.58566 0.0658 0.0375 0.1505
H -1.42437 -0.88581 -0.07462 -0.1488 0.1351 -0.0463
H -2.90583 -2.76509 -0.02059 0.0316 0.0905 -0.0018
H -3.22017 -2.65854 -1.73817 -0.0552 -0.0164 0.0926
H -4.78003 -0.93807 -1.55264 -0.0493 -0.0044 0.0856
H -5.12534 -1.93402 -0.14445 0.0267 0.0028 -0.0823
H -3.34181 -0.07138 0.91074 -0.0892 0.0165 0.0136
H -5.10416 0.09420 0.94191 0.0317 0.0290 -0.0405
H -3.34401 4.29483 -0.20562 0.0576 -0.0603 0.0110
H -3.35688 3.30488 -1.69519 0.0169 -0.0224 0.0604
H -2.17002 2.96797 -0.44449 -0.0474 0.0523 0.0062
H 1.47101 -5.58745 -2.29071 -0.0016 0.1127 -0.1268
H 0.04275 -4.86918 -2.02253 -0.0510 0.1782 -0.2110
H -0.28917 -3.78923 0.22743 0.0258 0.0743 0.0755

***

2.
57
Properties=species:S:1:pos:R:3:forces:R:3 method="wB97M-V/def2-TZVPD" lumo_energy_ev="-0.5386 / -2.2169" orbital_gap_ev="7.02 / 5.34" spin_multiplicity=2 de_lowest_kj_mol=117.84 s2=0.76
Ir -0.17990 0.11121 -0.37760 0.0740 -1.3385 0.8885
O 3.07841 0.37961 2.81381 0.0670 -0.0718 -0.0033
C 2.01098 0.80914 2.13631 -0.3480 0.0373 -0.2253
O 2.03151 1.53090 1.18610 0.1425 0.3711 0.3424
C 0.70656 0.27944 2.66208 0.0571 -0.1153 -0.2173
C 0.50232 0.03880 4.00518 0.0093 0.1052 0.1163
C -0.76787 -0.29163 4.45425 0.0358 0.0063 0.0367
C -1.79606 -0.36374 3.53872 -0.0501 0.0357 -0.0736
C -1.50857 -0.16488 2.19975 -0.0340 0.1535 -0.0342
N -0.27728 0.12378 1.75705 0.0973 -0.2770 0.2322
C -2.60124 -0.23143 1.15149 0.1155 -0.0640 -0.0328
O -3.76054 -0.35986 1.47416 0.0048 -0.0514 0.1259
O -2.16401 -0.16635 -0.06597 -0.1014 0.2806 -0.3031
H 3.82494 0.49552 2.19008 -0.0248 0.0086 0.0615
H 1.33619 0.14503 4.68415 0.0111 -0.0145 -0.0121
H -0.94867 -0.47122 5.50567 0.0063 -0.0006 0.0004
H -2.82016 -0.57820 3.80878 -0.0012 -0.0006 -0.0142
O 3.83670 -0.16968 0.26988 0.0816 -0.0676 -0.3173
C 2.91777 -0.76854 -0.27114 -0.2100 -0.5131 -0.0668
O 1.89350 -0.31047 -0.89971 0.1763 1.1193 0.0515
C 2.93200 -2.28602 -0.25701 -0.0466 0.0358 0.1261
C 4.15166 -2.95557 -0.22297 0.0150 0.0289 0.0461
C 4.19867 -4.33650 -0.19855 0.0221 -0.0052 -0.0148
C 3.01675 -5.06726 -0.17205 -0.0082 -0.0083 0.0142
C 1.80110 -4.40944 -0.18871 -0.0069 -0.0013 -0.0300
C 1.74215 -3.01454 -0.24831 -0.0194 0.0424 0.1042
P 0.05695 -2.27799 -0.29754 0.0515 -0.1248 -0.4071
C -0.61691 -3.24814 -1.69969 -0.0713 0.0235 0.0135
C -1.48725 -4.32860 -1.58448 -0.0369 0.0481 0.0195
C -1.92477 -5.00226 -2.71681 0.0213 -0.0102 -0.0222
C -1.48609 -4.61804 -3.97395 -0.0123 0.0013 0.0028
C -0.57428 -3.57900 -4.09393 0.0040 -0.0051 -0.0051
C -0.14072 -2.90631 -2.96468 0.1512 -0.0307 0.0369
C -0.72820 -2.97735 1.19106 0.0433 -0.0041 0.0106
C -2.10851 -3.17171 1.25962 -0.0168 0.0962 -0.0018
C -2.69202 -3.66613 2.41642 0.0023 0.0176 0.0053
C -1.90691 -3.95567 3.52229 -0.0032 0.0003 0.0110
C -0.53738 -3.73251 3.47539 -0.0068 0.0096 0.0148
C 0.04961 -3.24364 2.31911 0.0022 -0.0381 -0.0232
H 5.05611 -2.36176 -0.21526 -0.0057 0.0031 -0.0013
H 5.15247 -4.84841 -0.19761 0.0008 0.0072 0.0136
H 3.04314 -6.14871 -0.13772 -0.0050 0.0014 -0.0062
H 0.88579 -4.98852 -0.16151 -0.0044 0.0006 -0.0118
H -1.82665 -4.66440 -0.61565 -0.0123 0.0115 -0.0050
H -2.60870 -5.83430 -2.61034 -0.0070 0.0076 0.0012
H -1.84386 -5.13316 -4.85585 0.0217 -0.0169 0.0016
H -0.19634 -3.29191 -5.06639 -0.0013 0.0012 -0.0009
H 0.61248 -2.13290 -3.06214 -0.0182 -0.0152 -0.0121
H -2.73920 -2.91692 0.41741 0.0067 0.0195 0.0031
H -3.76376 -3.81077 2.45054 0.0028 0.0091 0.0063
H -2.36205 -4.34911 4.42237 0.0008 0.0082 0.0005
H 0.07937 -3.94468 4.33958 -0.0010 0.0019 -0.0009
H 1.12086 -3.08429 2.29176 0.0050 -0.0095 -0.0115
Se -0.77677 2.46338 0.02132 -0.1201 0.4620 -0.0807
Se 0.22591 3.81462 -1.55293 0.2804 0.1303 0.2927
Te -0.47359 2.59421 -3.55379 -0.1087 -0.1099 -0.2854
Se -0.38204 0.28162 -2.77616 -0.2278 -0.1913 -0.3591

***

3.
97
Properties=species:S:1:pos:R:3:forces:R:3 method="wB97M-V/def2-TZVPD" lumo_energy_ev=-4.6846 orbital_gap_ev=2.94 spin_multiplicity=1 de_lowest_kj_mol=0.00
C 1.68371 -5.76567 0.24010 -1.0691 0.4221 -0.1330
C 0.44404 -5.16555 -0.50880 1.9198 -0.4899 -0.8347
C 0.84042 -3.77575 -1.14314 -1.1822 -0.8892 1.1571
C -0.18215 -2.70958 -0.74879 0.4298 0.3923 -0.4151
S 0.84216 -4.11665 -2.95594 -0.1176 0.3984 -0.2763
C 2.46380 -4.91606 -3.23684 0.1816 -0.2834 0.2287
C 3.21253 -4.39051 -4.46191 0.4599 0.1259 1.4043
O 2.70092 -4.55153 -5.52565 -0.6116 -0.1472 -1.3099
C 4.55600 -3.75130 -4.28834 -1.3511 -0.7338 -0.0688
C 5.13154 -3.58616 -3.05873 0.2830 -0.1726 1.3160
C 6.35646 -2.97127 -2.95202 -0.8662 -0.6707 -0.0992
C 6.94032 -2.51922 -4.09546 2.2800 1.1146 0.2234
C 6.39459 -2.67612 -5.33880 -0.3542 -0.0316 -0.7398
C 5.18285 -3.30042 -5.42629 -0.4308 -0.2393 -0.8758
C 0.70512 -2.63504 -3.94585 -0.5340 0.2114 -0.6545
Br -0.78235 -2.67137 -5.15445 0.3634 -0.5787 0.6877
C 1.51332 -1.56845 -3.92537 0.0865 -0.2406 0.1143
C 2.69219 -1.46676 -3.00943 -0.1861 1.3843 -0.3839
Br 1.18657 -0.12147 -5.11699 0.4418 -0.5425 0.6618
H 2.50282 -5.97024 -0.45508 -0.0871 -0.0312 0.0998
H 2.02861 -5.06095 1.00229 0.0714 -0.1318 -0.0335
H 1.38075 -6.68802 0.73523 0.2328 -0.0079 -0.0362
H -0.43255 -5.09016 0.12031 0.0497 0.2535 -0.0264
H 0.21067 -5.88152 -1.30993 -0.2310 0.1050 0.1393
H 1.83732 -3.54006 -0.76608 0.0687 0.2762 -0.5780
H -0.10477 -1.84922 -1.41009 -0.2246 0.2099 0.0588
H -1.21036 -3.07130 -0.72535 0.1130 -0.0671 -0.1837
H 0.06144 -2.34452 0.25218 -0.0163 -0.1404 -0.0407
H 3.05054 -4.94959 -2.32035 -0.2545 0.3444 0.0284
H 2.19975 -5.99653 -3.47571 0.2136 1.0364 0.3070
H 4.68346 -3.90214 -2.12404 -0.2236 -0.1411 -0.1620
H 6.79884 -2.88093 -1.95530 -0.8999 -1.0945 -1.7556
H 7.89995 -2.00943 -4.02380 0.0051 -0.0277 0.0551
H 6.86098 -2.33635 -6.25187 0.2662 0.1494 0.1712
H 4.68895 -3.46080 -6.37629 0.0300 0.0483 -0.0136
H 2.76407 -2.26876 -2.28231 0.0191 -0.0719 -0.1197
H 3.59536 -1.36606 -3.61691 -0.0092 -0.1907 0.1602
H 2.59979 -0.50983 -2.47760 -0.0367 -0.1921 0.1434
O -1.15197 0.39820 -2.19399 -0.1373 0.1820 -0.0099
P -0.40811 1.42897 -1.39180 0.2908 -1.4994 -0.1833
O 0.00194 2.66848 -2.32096 1.7816 0.7052 -0.9032
O 0.81556 0.81790 -0.77261 -0.0022 0.1472 0.2593
O -1.31143 1.94534 -0.28917 -0.3527 0.1373 0.3142
Be 1.59643 -7.25637 -4.77352 -0.3215 -0.6696 -0.5932
Mg 7.62872 -1.85150 -0.85632 1.3297 1.5830 1.8857
C -0.62875 4.42198 -5.24717 -0.1727 0.2163 0.0283
Cl 1.11019 4.68381 -5.51227 -0.0062 0.0973 -0.1284
Cl -1.51160 5.93081 -5.33669 0.1021 -0.0293 -0.1294
Cl -1.24561 3.26265 -6.43432 0.0260 -0.1247 0.0045
H -0.77496 4.00605 -4.25799 -0.0296 0.0373 0.0711
B -4.40505 1.35714 3.18056 -0.3479 -0.0043 0.2821
O -3.51416 0.21826 2.84436 -0.2449 0.5805 -0.2157
C -3.19216 0.31189 1.57019 0.8359 -1.0761 0.3253
O -2.48385 -0.44887 0.97534 -0.0503 0.0309 -0.1647
C -3.86867 1.54934 0.98764 -0.4056 1.0809 -0.4431
O -3.77059 1.91884 -0.15394 0.2839 -0.0280 -0.0771
O -4.56456 2.14049 1.92739 0.3050 -0.6542 0.0644
O -5.70509 0.87664 3.68075 0.6278 0.3647 0.0918
C -5.88489 1.35947 4.90794 -0.8438 -0.5424 -0.2942
O -6.83805 1.15603 5.59674 0.0502 0.0633 0.1905
C -4.67542 2.20238 5.27612 0.6401 0.5491 0.2654
O -4.50063 2.78420 6.30624 0.0151 0.0008 0.1300
O -3.82139 2.19082 4.25629 -0.3072 -0.3445 -0.3038
C -1.85446 5.32645 4.12795 0.4210 0.4523 0.0787
C -1.27189 4.15305 4.87229 -0.9776 -0.1191 -0.3167
O 0.16089 4.33602 5.10073 0.4672 -0.3478 0.0387
C 0.48630 5.15190 6.06445 -1.3081 -0.0334 -0.6883
O -0.24176 5.75418 6.79306 0.4666 0.2095 0.4951
O 1.85530 5.21780 6.09949 -0.5990 1.3218 -0.2547
C 2.35796 6.15079 7.05393 -0.6031 1.4703 0.0507
H -1.30114 5.51180 3.20719 -0.1066 -0.1254 -0.1175
H -2.89453 5.14034 3.88170 -0.0921 -0.1174 -0.0429
H -1.80025 6.23894 4.72384 -0.1128 -0.0577 0.0556
H -1.37292 3.25279 4.27261 0.3485 -0.0535 0.0591
H -1.78943 3.97397 5.81415 0.2236 0.0779 0.1143
H 1.94523 5.96443 8.04844 -0.1397 0.1378 -0.0605
H 2.13691 7.16477 6.73271 -0.0890 0.0187 0.1498
H 3.43853 6.02980 7.10333 -0.3214 1.0254 -0.2174
Cl 1.65705 2.62127 -2.92556 -1.6817 0.0389 0.7957
B -4.47469 6.25782 -0.35333 -0.5649 0.3370 1.1150
O -5.15793 6.38360 -1.66737 0.5232 -0.2166 -0.0983
C -4.37935 5.85958 -2.59047 -0.9569 0.3968 -0.2994
O -4.63316 5.79878 -3.76160 0.1980 -0.1228 -0.2722
C -3.10707 5.34705 -1.92711 0.6346 -0.2919 0.7059
O -2.18797 4.81140 -2.49040 0.2218 -0.2231 -0.2502
O -3.17151 5.58162 -0.63616 -0.1306 0.0395 -0.5405
F -5.23919 5.48169 0.51344 0.1685 0.0497 -0.1247
F -4.24819 7.51870 0.20163 0.0793 -0.1398 -0.1338
Cl -0.33736 -5.36905 2.51293 -0.1430 -0.0294 0.5304
C -1.73884 -5.66734 3.58086 -0.0734 -0.1412 0.2584
C -3.02582 -5.76097 2.80415 -0.0954 -0.0690 -0.0107
Cl -3.48501 -4.20101 2.10173 0.0122 0.1486 -0.1316
H -1.77123 -4.87307 4.32216 0.0023 0.0902 -0.1129
H -1.55188 -6.60781 4.09725 0.0459 -0.0239 -0.0779
H -3.83339 -6.06668 3.46804 0.0537 0.0148 0.0547
H -2.95111 -6.48706 1.99721 0.0423 0.0143 0.0095
Cs 3.58841 3.76675 7.00134 2.1910 -3.8913 0.5560

***

4.
12
Properties=species:S:1:pos:R:3:forces:R:3 method="wB97M-V/def2-TZVPD" lumo_energy_ev="-5.8847 / -8.2504" orbital_gap_ev="7.96 / 6.66" spin_multiplicity=3 de_lowest_kj_mol=354.21 total_charge=+1 s2=2.03
C 1.14974 -1.09478 -0.55895 -1.4067 -0.5009 -0.6761
C 1.56897 -0.02457 0.06518 1.9770 0.7748 -0.9728
C 0.90630 0.80923 0.99820 -1.3554 2.9935 1.1771
C -0.94113 -0.18064 -0.45617 0.0689 -2.8052 2.1898
C -0.09250 -1.35955 -1.01507 1.3893 -0.2758 1.2047
N -0.34243 0.97799 0.12149 1.0802 -0.2562 1.0581
H 0.76838 0.31941 1.93196 -0.9057 -0.9691 0.7674
H 1.31223 1.81199 1.45847 -0.3877 -1.5313 -1.9804
H -1.52055 0.05932 -1.23016 -2.5044 1.5465 -3.0768
H -1.62637 -0.88628 0.16329 0.8316 1.5692 0.0591
H -0.52820 -2.34929 -1.25141 0.2534 0.8839 -0.1627
H -0.65444 1.91717 -0.22683 0.9594 -1.4294 0.4126

***

5.
16
Properties=species:S:1:pos:R:3:forces:R:3 method="wB97M-V/def2-TZVPD" lumo_energy_ev=0.9910 orbital_gap_ev=10.06 smiles="C1=CCCCC1" spin_multiplicity=1 de_lowest_kj_mol=310.66
C -0.10524 -1.05995 -0.87818 -0.0505 -3.9376 -2.3544
C 0.21791 0.02534 -1.54346 1.6203 1.3277 -2.7218
C 0.67025 1.22267 -0.64538 -1.9110 0.9280 -4.9221
C -0.18399 1.17877 0.61504 3.6007 0.6239 2.4234
C -0.62766 -0.13339 1.21459 1.0957 -1.9653 0.7424
C -0.02689 -1.41996 0.51667 -0.0919 2.6759 2.8190
H -0.34761 -2.09348 -1.23524 0.2406 1.3728 -1.8675
H 0.51210 0.03622 -2.79424 -1.4323 -0.0725 3.8499
H 0.39117 2.31005 -1.25914 1.0677 -3.0549 1.7516
H 1.77805 1.06893 -0.72551 -0.7896 0.7170 1.2940
H -1.08781 1.78247 0.54892 0.6537 0.7058 0.0771
H 0.71020 1.51187 1.34714 -2.7362 0.2867 -0.7225
H -1.59304 -0.45357 1.01260 -2.5621 0.7907 -0.5446
H -0.63922 -0.07939 2.31500 0.5932 -0.1957 -0.2709
H -0.66284 -2.29037 0.69099 0.3114 0.1096 0.4026
H 0.99462 -1.60622 0.82019 0.3903 -0.3120 0.0438